C9H15N3 | the ωB97M-V functional and the def2-TZVPD basis

Output
- gap between HOMO and LUMO (alpha / beta) (eV) = 7.60 / 7.79
- ΔE to the lowest compared entry with this formula, charge and spin (eV) = 5.673
- total charge = 0

Geometry as XYZ:
```
27
Properties=species:S:1:pos:R:3:forces:R:3:lowdin_charge:R:1
N -2.29485 2.85329 2.19315 -0.4600 -1.0912 1.9993 0.066
N -0.42901 2.02265 1.32113 -3.0422 2.2997 0.0595 -0.184
N -0.93399 2.94110 0.44704 0.6220 0.9226 -0.0219 0.066
C -1.35141 1.96397 2.37523 1.6787 0.3003 -1.7230 -0.119
C 1.67601 -1.38189 -1.88445 -0.8420 0.8671 2.0994 0.013
C 0.62579 -1.41628 -0.68433 1.9617 -1.5631 -0.2727 -0.620
C -0.46415 -2.42092 -0.90644 -0.2015 -1.0044 4.9871 -0.058
C 1.35590 -1.85128 0.61254 -0.9958 1.1819 -2.1131 -0.031
C 0.74600 1.39391 1.05634 0.2172 -3.6681 -0.8693 0.031
C -0.02530 -0.16368 -0.73508 -0.5117 4.2834 2.7415 -0.088
C -2.00529 3.43678 1.04987 1.5056 -1.0361 -0.8366 -0.241
C -0.94158 0.51545 -1.36777 -0.8332 1.3917 -0.9009 0.001
H -1.47562 0.24879 -2.29828 0.3766 -0.8313 0.4097 0.076
H 1.57708 1.77328 0.46522 -0.7506 0.6309 0.2272 0.081
H -0.89226 -2.16133 -1.77955 -2.2029 0.2187 -2.8537 0.037
H 1.50484 -2.22657 -2.49928 0.1216 -0.6291 -0.9390 0.067
H 2.65692 -1.38125 -1.41205 0.1717 -0.0589 -0.5542 0.073
H -2.58284 4.22166 0.67464 -0.6219 0.9309 -0.8020 0.089
H 1.01961 0.77119 1.91807 0.1347 0.1621 -0.5559 0.074
H -0.01070 -3.40768 -0.89443 -0.2946 -0.2912 -0.3324 0.083
H -1.19185 -2.34579 0.07328 1.3975 -0.2915 -2.7273 0.162
H -1.19304 1.26421 3.14606 -0.1325 -0.4713 0.9102 0.106
H 1.32865 -2.89784 0.59430 0.6109 -1.5359 0.2353 0.067
H 0.83100 -1.50452 1.43196 -1.1422 0.6014 1.8498 0.047
H 1.45141 -0.41083 -2.31747 0.6326 -0.3544 -0.8709 0.076
H -1.28855 1.57946 -1.18365 0.9977 -1.2576 0.5506 0.060
H 2.30723 -1.41587 0.60395 1.6027 0.2934 0.3031 0.063
```
Positions in Å, forces in eV/Å.

***

C6H8MoN9O11P2 | the ωB97M-V functional and the def2-TZVPD basis

Output
- gap between HOMO and LUMO (eV) = 5.82
- ΔE to the lowest compared entry with this formula, charge and spin (eV) = 0.000
- total charge = +1

Geometry as XYZ:
```
37
Properties=species:S:1:pos:R:3:forces:R:3:lowdin_charge:R:1
Mo -0.64741 0.69648 -0.31983 0.2557 -0.0255 0.1810 2.051
P 0.72336 -2.18568 0.47820 0.1319 0.0409 -0.0524 0.565
P 1.66067 0.27364 1.96053 0.1614 0.0056 0.1203 0.463
O 2.75695 0.24300 0.83391 0.0233 -0.0619 0.0079 -0.092
O 2.32744 -2.23293 2.49258 0.0293 -0.0017 0.0159 -0.029
O -0.48154 -3.14136 0.68675 0.0158 0.0158 0.0542 -0.026
O 1.91220 -3.00392 -0.08548 -0.0533 0.0746 -0.1241 -0.016
O 0.36156 -1.04898 -0.48002 -0.1415 -0.0688 0.0262 -0.396
O 1.94300 0.88641 3.24462 0.0317 0.0134 -0.0364 -0.181
O 0.35289 0.90227 1.21319 -0.3141 -0.0317 -0.3306 -0.417
O -4.06246 2.48028 0.58686 0.0419 -0.0072 0.0239 0.272
O -1.91671 2.00514 0.01304 0.1266 0.0222 -0.0302 -0.169
O -2.09477 -0.38579 0.20987 0.0466 -0.0914 -0.0145 -0.210
O -4.21080 -0.43901 1.01105 -0.0073 0.0262 -0.0438 0.262
N 0.58867 1.96782 -1.23550 0.0553 -0.0459 -0.1001 -0.131
N 2.06194 3.52887 -1.25910 0.0008 -0.0716 0.1788 0.009
N -1.88600 -0.75489 -2.57367 -0.1959 -0.0649 -0.1236 -0.013
N -1.99454 -0.76779 -3.83577 0.0601 -0.1382 0.1841 0.004
N -1.09268 0.33595 -2.24503 0.1918 0.1611 0.1319 -0.149
N 0.05284 1.97287 -3.55623 0.0221 0.0272 -0.0669 0.208
N 1.50025 2.71889 -0.47245 0.0995 0.1736 -0.0165 -0.017
N 1.62429 3.42178 -2.53354 -0.0218 -0.0203 -0.2070 0.105
N -1.29946 0.22830 -4.42704 0.0423 0.1904 -0.1292 0.103
C -3.29581 0.15706 0.58605 -0.1861 0.0964 0.0392 -0.405
C 0.73922 2.46702 -2.50105 -0.0076 0.0136 0.1366 -0.394
C 1.17687 -1.50302 2.10414 -0.0912 0.0369 0.0978 -0.576
C -3.20514 1.70451 0.41414 -0.2319 -0.1045 0.0355 -0.385
C -0.74778 0.88200 -3.44519 -0.0973 -0.1557 0.0570 -0.397
C 0.02573 -1.60455 3.10985 0.0339 -0.0464 -0.0414 -0.033
H -0.18718 -2.65256 3.31270 -0.0072 0.0043 -0.0038 0.106
H 2.77193 -2.88754 0.34886 0.0390 -0.0225 0.0896 0.124
H -1.01038 -3.41754 -0.07684 -0.0348 0.0097 -0.0438 0.140
H 3.30027 1.04309 0.75652 0.0044 0.0348 0.0010 0.117
H 2.57313 -1.99544 3.39939 -0.0030 -0.0049 -0.0353 0.134
H 0.31633 -1.10049 4.03153 -0.0032 0.0037 0.0045 0.103
H 0.24630 2.33987 -4.47954 -0.0109 0.0114 0.0075 0.184
H -0.88319 -1.13377 2.73249 -0.0064 0.0013 0.0070 0.087
```
Positions in Å, forces in eV/Å.

***

C10H9ClIMgNO | the ωB97M-V functional and the def2-TZVPD basis

Output
- gap between HOMO and LUMO (eV) = 7.07
- total charge = 0

Geometry as XYZ:
```
24
Properties=species:S:1:pos:R:3:forces:R:3:lowdin_charge:R:1
I 3.42924 2.89815 -0.26285 0.1266 0.2081 -0.1873 0.974
Cl 1.33399 1.12463 4.60080 0.0544 0.0452 1.8691 0.748
Mg -1.10449 0.95616 -1.02110 1.2749 1.1049 -2.1122 0.735
O 0.91368 1.23371 -1.13583 -1.1971 -0.4474 1.1456 -0.233
N -0.71200 -0.39900 0.24053 0.4876 -1.5077 -0.2254 -0.023
C -0.53980 -1.37328 -5.04724 -0.8945 0.5752 2.5450 -0.115
C 2.10550 1.75338 0.80932 -0.1695 -0.4306 -0.2589 -0.688
C 1.27152 1.00403 2.93051 -0.2618 -0.6628 -0.8126 -0.669
C 0.29571 0.15620 0.90844 0.1167 0.9002 1.6536 -0.170
C -1.54149 -1.20558 0.82587 -0.4171 -0.5138 -0.7381 -0.113
C -0.62180 -0.64830 2.96814 -0.1277 -0.3578 1.0779 -0.001
C 2.12953 1.75284 2.18146 0.8080 0.3762 0.9622 -0.184
C 1.12954 1.03116 0.15601 0.5855 1.0440 -2.2187 -0.458
C 0.33160 0.12346 2.33366 1.3553 1.3345 -0.7780 -0.162
C -1.49128 -1.33722 2.19058 -0.5271 -0.7133 0.2841 -0.044
H -2.21277 -1.97549 2.58983 -0.9592 -0.9130 1.0072 0.097
H -0.34420 -2.55985 -4.98059 0.5391 3.1496 -0.3629 0.054
H -0.66020 -0.84923 -3.87725 0.5800 -1.7629 -3.4945 0.044
H -2.05914 0.34576 -2.14321 -1.1712 0.0375 -0.8445 -0.140
H -2.23975 -1.75764 0.16919 0.1809 0.5594 0.6122 0.140
H -1.55413 -1.35099 -5.43414 -0.4362 0.0215 0.1542 -0.038
H -0.04980 -0.58471 -5.73139 0.2133 -1.9949 1.1469 0.026
H -0.68110 -0.72493 4.06191 0.1368 0.1452 -0.5553 0.119
H 2.87165 2.38675 2.66735 -0.2977 -0.1972 0.1303 0.099
```
Positions in Å, forces in eV/Å.

***

C21H32BCl6F4O15 | the ωB97M-V functional and the def2-TZVPD basis

Output
- gap between HOMO and LUMO (eV) = 10.22
- total charge = -1

Geometry as XYZ:
```
79
Properties=species:S:1:pos:R:3:forces:R:3:lowdin_charge:R:1
Cl 1.87805 -5.43471 0.65148 0.0882 -0.0663 0.1318 0.525
Cl -3.95061 -0.23725 4.35861 -0.2849 0.0593 -0.0735 0.632
Cl 3.39220 0.15128 3.80638 -0.1923 -0.0558 -0.0063 0.512
Cl -2.08449 2.63478 4.22747 0.0701 -0.0260 0.1542 0.557
Cl 3.71227 3.33301 3.83985 -0.0338 0.0399 -0.0146 0.524
Cl 4.28323 -3.20998 -0.49556 0.0450 -0.2958 -0.2226 0.572
F 0.39000 -0.50118 1.26113 -0.6527 0.1504 -0.8630 0.110
F -1.22495 0.76702 0.05507 0.7110 -0.4050 0.3229 0.088
F -1.28728 -1.52162 -0.05431 0.8465 0.7389 0.6096 0.028
F 0.45663 -0.38610 -1.09148 -0.4178 0.1425 1.0215 0.070
O 4.80844 0.57414 -0.87695 -0.3140 -0.0990 0.0822 0.057
O -2.66164 -3.72201 4.69588 -0.2609 -0.4881 -0.9480 0.044
O -3.58820 -3.68010 -3.65094 0.0760 0.2111 -0.0289 0.053
O 4.23786 1.30275 -2.90704 -0.2283 0.4157 0.3628 0.066
O -0.40228 2.76385 -3.36805 0.3364 -0.0293 0.3114 0.035
O 0.48840 3.80642 -5.14121 0.5478 0.4183 -0.2094 0.165
O -2.03373 -2.25492 6.23346 -0.2647 1.3663 4.3873 0.191
O 2.66392 4.16506 0.19993 1.1642 -0.2056 -0.1542 0.155
O 0.60924 3.31330 0.32158 -0.6702 -0.1860 0.3400 0.051
O 0.93213 5.19283 -0.78798 -0.4859 0.2978 -0.1153 0.067
O 6.27257 0.47596 -2.56389 1.8710 -0.4119 -0.5571 0.171
O -3.21955 -1.98643 -5.11117 -0.6883 0.4526 -1.0531 0.167
O -1.11839 -2.19668 4.22311 -0.4461 0.3003 -1.1087 0.042
O -1.68142 -2.49724 -3.58802 -0.4186 -0.2415 0.0458 0.049
O -0.06294 1.63000 -5.25788 0.1040 0.0994 0.1143 0.072
C -1.14848 1.56005 -3.20874 -0.6512 -0.6907 -0.4385 -0.117
C -2.87690 -2.67028 -4.21830 0.7452 -0.2872 1.2795 -0.574
C -1.95992 -2.67502 5.17234 0.6301 -1.2295 -3.9143 -0.684
C -2.72326 -4.36959 -2.73345 0.7851 0.3644 -0.5120 -0.099
C 3.09138 1.58347 -2.09812 -0.6538 -0.4398 0.0269 -0.089
C 1.91515 -3.65991 0.82457 -0.4006 0.2689 -0.5762 -0.659
C -3.53871 0.69987 2.90486 0.3821 -0.3208 -0.4672 -0.640
C -0.51248 5.09034 -0.69194 0.4839 -0.0733 -0.1791 -0.078
C 3.45369 1.03631 -0.69278 0.5912 0.9098 -1.1174 -0.076
C 5.22101 0.77043 -2.14551 -1.7783 0.0928 0.4908 -0.599
C -2.17831 1.34074 3.01788 -0.5171 0.1295 -0.8437 -0.677
C -2.52879 -3.80534 3.24887 0.5753 0.9252 0.5350 -0.075
C 2.10767 2.56320 3.66182 0.2179 -0.0110 -0.3453 -0.644
C 0.08370 2.81625 -4.63806 -0.7772 -0.2255 0.0630 -0.577
C -0.72839 3.68830 -0.12289 1.2897 -0.2935 -0.7811 -0.077
C 2.53361 -2.96016 -0.35598 -0.0441 1.0949 0.5678 -0.674
C -0.61245 0.68259 -4.33498 -0.0028 -0.0539 0.3710 -0.096
C -1.59445 -2.60246 2.91686 -0.2970 -0.4878 0.4540 -0.106
C -1.66726 -3.29521 -2.40183 -0.1435 -1.1365 0.0807 -0.103
C 2.16316 1.20466 2.99700 0.5742 -0.2744 0.7120 -0.618
C 1.52156 4.20495 -0.09422 -1.3685 0.4532 0.4624 -0.608
B -0.38153 -0.37912 0.08401 -0.5397 -0.6886 -0.9238 -1.141
H -3.51939 -3.62214 2.84072 0.0169 -0.3370 -0.1475 0.121
H 2.83857 2.64469 -2.08482 0.4595 0.0530 -0.0729 0.121
H 1.67393 2.46752 4.64966 -0.0080 0.0963 0.1266 0.065
H 2.78037 0.23983 -0.41039 0.1062 -0.1964 0.3115 0.096
H -2.09979 -4.75525 2.93724 -0.1956 -0.1278 0.2610 0.123
H 2.42538 -1.89940 -0.12840 -0.0327 0.0432 0.0183 0.041
H -3.25979 -4.80121 -1.89829 -0.2785 0.2810 0.0770 0.126
H -1.36822 0.08407 -4.82957 -0.0436 -0.0361 -0.0845 0.119
H 2.45642 1.19331 1.95899 -0.1954 0.3148 -0.1863 0.038
H -1.85113 -2.68828 -1.51809 -0.1172 -0.0232 -0.2228 0.105
H -2.02392 1.79173 2.03859 0.3526 0.0524 0.0978 0.045
H 1.53318 3.25537 3.05142 -0.2072 -0.1144 0.0094 0.055
H -1.42796 3.58374 0.69247 -0.0388 0.1120 0.1982 0.119
H -0.71137 -3.80955 -2.31442 0.2010 0.3747 0.0502 0.129
H -2.20988 1.80503 -3.32014 0.0693 -0.0300 -0.1028 0.138
H -2.20033 -1.85280 2.40086 0.3522 0.3690 0.4430 0.094
H 2.40871 -3.35408 1.74001 0.1433 -0.3218 0.1258 0.081
H -4.32240 1.39887 2.62439 -0.0864 0.1462 0.5241 0.075
H -1.01196 1.04439 -2.26282 0.3044 0.5098 0.2321 0.098
H 3.50283 1.86824 0.00327 -0.2550 -0.2103 0.3259 0.107
H 2.23100 1.07004 -2.54044 0.1727 -0.0946 0.1428 0.114
H -0.73199 -2.80163 2.28966 -0.0359 -0.2359 0.0871 0.102
H -2.23815 -5.17427 -3.29667 -0.1305 -0.0464 0.1173 0.128
H -0.89034 5.90022 -0.06709 0.1340 -0.0430 0.0489 0.127
H 2.01379 -3.07634 -1.29922 0.1468 -0.5880 -0.1514 0.075
H 0.17524 0.04023 -3.93953 0.0911 -0.0341 -0.2273 0.126
H -1.41524 0.58670 3.17148 0.1707 0.0636 0.3038 0.062
H 1.22314 0.69174 3.15571 -0.1711 0.0384 -0.2751 0.048
H 0.87850 -3.32852 0.86249 -0.0319 -0.0308 0.0845 0.045
H -3.46188 0.01388 2.05495 -0.0277 -0.1382 0.2075 0.068
H -0.94310 2.99776 -0.92896 -0.4190 -0.0935 0.1225 0.094
H -0.90368 5.17990 -1.70390 -0.0488 0.0390 0.0818 0.126
```
Positions in Å, forces in eV/Å.

***

Number 1: maximum force 5.1 eV/A. Number 2: maximum force 0.5 eV/A. Number 3: maximum force 4.0 eV/A. Number 4: maximum force 4.6 eV/A.